55
Properties=species:S:1:pos:R:3 method="wB97M-V/def2-TZVPD" spin_multiplicity=2 charge=+1 homo_ev="-11.08 / -11.05" relative_energy_kcal_mol=65.0
Ir -0.644 0.126 0.071
N -2.599 4.048 0.214
C -2.117 2.828 -0.024
O -1.572 2.183 0.873
C -2.289 2.257 -1.411
C -1.126 1.331 -1.758
H -2.516 4.433 1.144
H -3.018 4.614 -0.504
H -2.405 3.061 -2.146
H -3.221 1.684 -1.406
H -0.236 1.923 -1.991
H -1.375 0.698 -2.610
F 2.169 -4.054 -1.965
C 0.981 -3.645 -1.508
C 0.859 -2.376 -0.970
C -0.373 -1.918 -0.517
C -1.501 -2.776 -0.571
C -1.317 -4.062 -1.092
F -2.328 -4.944 -1.146
C -0.100 -4.504 -1.575
C -2.784 -2.262 -0.079
C -4.014 -2.918 -0.211
C -5.166 -2.316 0.259
C -5.084 -1.075 0.873
C -3.833 -0.490 0.984
N -2.734 -1.054 0.507
H 1.742 -1.753 -0.917
H 0.000 -5.497 -1.977
H -4.090 -3.885 -0.677
H -6.119 -2.815 0.156
H -5.961 -0.584 1.263
H -3.700 0.462 1.482
C 1.589 2.157 1.825
P 1.843 0.660 0.796
C 2.536 -0.516 2.012
C 3.318 1.164 -0.157
C 3.316 2.393 -0.812
C 4.478 2.881 -1.381
C 5.646 2.133 -1.323
C 5.635 0.878 -0.736
C 4.473 0.386 -0.168
H 1.276 2.988 1.197
H 2.512 2.426 2.339
H 0.803 1.958 2.549
H 3.445 -0.106 2.455
H 2.750 -1.469 1.535
H 1.801 -0.682 2.791
H 2.405 2.974 -0.860
H 4.469 3.844 -1.869
H 6.559 2.525 -1.747
H 6.531 0.275 -0.717
H 4.482 -0.595 0.279
O -1.519 -1.871 3.671
N -1.373 -0.811 3.125
O -0.501 -0.316 2.424